{
  "formula": "C12H25F3O7SSiY",
  "method": "ωB97M-V/def2-TZVPD",
  "species": ["Y", "C", "C", "O", "C", "C", "O", "C", "C", "O", "C", "C", "O", "H", "H", "H", "H", "H", "H", "H", "H", "H", "H", "H", "H", "H", "H", "H", "H", "F", "C", "F", "F", "S", "O", "O", "O", "C", "Si", "C", "C", "H", "H", "H", "H", "H", "H", "H", "H", "H"],
  "xyz": [[-0.05, 2.35, 0.07], [2.09, 0.31, -1.28], [1.36, 1.01, -2.43], [0.02, 1.32, -2.06], [-0.92, 0.26, -2.25], [-2.19, 0.71, -1.51], [-1.88, 1.00, -0.16], [-1.98, -0.11, 0.74], [-1.29, 0.32, 2.04], [0.02, 0.83, 1.77], [1.05, -0.17, 1.69], [2.28, 0.52, 1.10], [1.93, 1.16, -0.13], [3.15, 0.19, -1.52], [1.64, -0.68, -1.08], [1.39, 0.41, -3.35], [1.84, 1.98, -2.62], [-0.54, -0.69, -1.83], [-1.12, 0.12, -3.32], [-2.98, -0.05, -1.60], [-2.53, 1.65, -1.95], [-1.48, -1.01, 0.31], [-3.04, -0.34, 0.94], [-1.25, -0.52, 2.75], [-1.84, 1.16, 2.47], [0.72, -1.01, 1.04], [1.28, -0.56, 2.69], [3.10, -0.18, 0.96], [2.60, 1.33, 1.77], [1.28, 3.46, 1.79], [0.70, 4.72, 1.97], [0.10, 4.67, 3.15], [1.68, 5.59, 2.00], [-0.53, 4.83, 0.53], [-1.06, 6.14, 0.45], [-1.41, 3.72, 0.94], [0.31, 4.33, -0.57], [1.54, -3.65, -0.88], [-0.19, -3.15, -0.27], [-1.57, -3.71, -1.45], [-0.53, -3.74, 1.51], [1.62, -4.74, -0.88], [2.32, -3.28, -0.22], [1.74, -3.31, -1.88], [-1.63, -4.80, -1.46], [-1.41, -3.39, -2.48], [-2.55, -3.35, -1.14], [-0.58, -4.83, 1.52], [-1.48, -3.38, 1.89], [0.25, -3.45, 2.21]],
  "fmax_ev_per_a": 5.7,
  "e_above_lowest_ev": 1.821,
  "e_tot_ev": -55083.2931,
  "homo_ev": -7.240,
  "total_charge": 1
}